Record 1
C31H85F6N6O15S2Sr as an isolated structure. Source: the Open Molecules 2025 dataset; level of theory: the ωB97M-V functional and the def2-TZVPD basis.

Structure (XYZ):
```
146
C31H85F6N6O15S2Sr | the Open Molecules 2025 dataset | the ωB97M-V functional and the def2-TZVPD basis
Sr 5.602 -5.253 -11.019
C 3.359 -6.577 -7.373
F 4.491 -5.975 -7.084
F 3.542 -7.880 -7.672
F 2.632 -6.563 -6.254
S 2.447 -5.677 -8.818
O 1.025 -6.134 -8.740
O 2.555 -4.237 -8.559
N 3.475 -6.134 -10.277
S 2.595 -7.227 -10.915
O 3.230 -7.812 -12.105
O 2.190 -8.286 -9.996
C 1.049 -6.396 -11.706
F 0.873 -6.863 -12.982
F -0.056 -6.667 -10.983
F 1.203 -5.058 -11.761
C 0.883 -4.341 -14.945
O 1.887 -3.459 -14.386
H 1.310 -5.186 -15.486
H 0.133 -4.610 -14.201
H 0.375 -3.750 -15.706
H 1.506 -2.619 -14.122
C 0.396 -1.526 -12.113
O 0.063 -1.443 -13.474
H 1.049 -0.694 -11.850
H -0.539 -1.292 -11.603
H 0.700 -2.497 -11.724
H -0.337 -0.591 -13.664
C -1.061 -9.566 -8.796
O -1.547 -10.562 -9.712
H -1.300 -8.551 -9.112
H -1.460 -9.848 -7.822
H 0.022 -9.559 -8.676
H -1.409 -11.425 -9.314
C 0.753 -10.659 -12.332
C 1.753 -11.319 -11.436
O 2.268 -12.424 -12.061
H 1.274 -10.300 -13.219
H 0.222 -9.808 -11.905
H -0.057 -11.346 -12.577
H 1.366 -11.580 -10.451
H 2.558 -10.603 -11.267
H 2.210 -13.140 -11.425
C 0.722 -4.974 -4.017
C 1.801 -5.331 -2.978
O 2.533 -6.529 -3.253
H 0.044 -5.805 -4.210
H 1.127 -4.765 -5.007
H 0.168 -4.090 -3.702
H 1.395 -5.556 -1.992
H 2.496 -4.502 -2.844
H 1.942 -7.271 -3.402
C -2.804 -5.603 -12.690
C -3.067 -4.730 -13.978
O -3.113 -5.466 -15.160
H -1.816 -6.059 -12.755
H -3.604 -6.343 -12.669
H -2.859 -5.017 -11.772
H -2.250 -4.011 -14.017
H -3.971 -4.128 -13.887
H -3.219 -6.392 -14.932
C -1.347 -0.831 -6.761
C -1.170 -1.096 -8.270
C -2.185 -2.034 -8.957
O -2.303 -3.355 -8.424
C -1.252 -4.230 -8.697
N -1.079 0.175 -8.951
H -2.346 -0.473 -6.511
H -0.658 -0.056 -6.426
H -1.296 -1.778 -6.224
H -0.170 -1.467 -8.497
H -1.871 -2.184 -9.990
H -3.196 -1.629 -8.919
H -1.560 -5.199 -8.304
H -0.328 -3.969 -8.180
H -1.026 -4.306 -9.760
H -1.277 0.021 -9.930
H -1.937 0.579 -8.604
C 5.390 -9.598 -9.430
C 6.278 -8.294 -9.504
C 7.704 -8.472 -8.935
O 7.700 -8.975 -7.571
C 7.630 -8.016 -6.526
N 6.294 -7.781 -10.903
H 5.016 -9.780 -8.423
H 5.972 -10.467 -9.735
H 4.525 -9.532 -10.089
H 5.776 -7.559 -8.874
H 8.322 -7.577 -9.007
H 8.116 -9.260 -9.565
H 6.794 -7.335 -6.686
H 8.585 -7.495 -6.458
H 7.514 -8.559 -5.588
H 5.946 -8.547 -11.461
H 7.225 -7.855 -11.289
C 4.392 -6.173 -14.737
C 5.600 -6.907 -14.202
C 6.267 -7.867 -15.262
O 6.928 -7.090 -16.188
C 7.385 -7.672 -17.420
N 6.512 -5.886 -13.579
H 4.732 -5.487 -15.513
H 3.758 -5.680 -14.000
H 3.622 -6.831 -15.140
H 5.146 -7.431 -13.361
H 5.538 -8.539 -15.714
H 7.026 -8.486 -14.784
H 8.232 -8.357 -17.430
H 7.530 -6.907 -18.183
H 6.640 -8.266 -17.949
H 7.371 -6.408 -13.484
H 6.816 -5.185 -14.239
C -2.661 -8.327 -17.046
C -2.454 -8.846 -15.586
C -1.028 -8.545 -15.122
O 0.002 -9.078 -15.993
C 1.261 -8.553 -15.851
N -3.486 -8.324 -14.748
H -2.281 -7.322 -17.229
H -3.724 -8.399 -17.276
H -2.222 -8.934 -17.837
H -2.547 -9.931 -15.639
H -0.902 -9.064 -14.172
H -0.846 -7.476 -15.015
H 1.847 -8.975 -15.034
H 1.309 -7.467 -15.770
H 1.911 -8.814 -16.686
H -3.619 -8.936 -13.956
H -4.358 -8.403 -15.253
C 2.567 -1.706 -6.384
C 3.392 -1.724 -5.147
C 4.124 -3.036 -5.026
O 4.841 -3.192 -3.806
C 5.510 -4.496 -3.729
N 4.397 -0.672 -5.217
H 1.787 -2.459 -6.269
H 3.098 -1.855 -7.324
H 2.112 -0.724 -6.509
H 2.805 -1.544 -4.247
H 4.835 -3.179 -5.839
H 3.423 -3.866 -5.118
H 5.875 -4.760 -2.736
H 6.391 -4.529 -4.369
H 4.841 -5.277 -4.090
H 4.975 -0.841 -6.028
H 5.062 -0.709 -4.457
```

charge	+1
gap between HOMO and LUMO	0.2269	hartree
largest force on an atom	7.2	eV/A

Results of the Mulliken charge analysis, in e, for atoms 1 through 6: number 1, Sr, carries 1.78; number 2, C, carries 0.45; number 3, F, carries -0.18; number 4, F, carries -0.17; number 5, F, carries -0.09; number 6, S, carries -0.16

---

Record 2
C31H85FN9O4P3Si2 as an isolated structure. Source: the Open Molecules 2025 dataset; level of theory: the ωB97M-V functional and the def2-TZVPD basis.

Structure (XYZ):
```
135
C31H85FN9O4P3Si2 | the Open Molecules 2025 dataset | the ωB97M-V functional and the def2-TZVPD basis
C 9.120 -0.694 -1.343
C 9.884 -0.640 -2.697
C 9.287 0.436 -3.630
C 10.049 1.770 -3.472
C 9.301 2.868 -4.297
C 8.542 3.831 -3.366
C 7.170 4.290 -3.900
C 6.187 4.646 -2.752
C 4.837 5.018 -3.405
C 3.677 5.119 -2.401
C 3.297 3.793 -1.734
C 2.785 2.721 -2.706
C 1.322 2.950 -3.167
Si 0.429 1.324 -3.523
O 1.499 0.034 -3.795
Si 1.546 -0.541 -5.355
F 2.580 0.323 -6.233
H 8.196 -0.122 -1.441
H 9.726 -0.270 -0.542
H 8.877 -1.722 -1.068
H 10.937 -0.422 -2.502
H 9.873 -1.610 -3.201
H 9.424 0.117 -4.668
H 8.231 0.644 -3.439
H 11.069 1.644 -3.846
H 10.121 2.051 -2.417
H 8.661 2.360 -5.023
H 10.085 3.385 -4.859
H 9.130 4.735 -3.189
H 8.398 3.320 -2.408
H 6.666 3.542 -4.516
H 7.324 5.228 -4.443
H 6.594 5.539 -2.271
H 6.074 3.804 -2.066
H 4.984 6.021 -3.824
H 4.619 4.372 -4.260
H 4.008 5.798 -1.605
H 2.829 5.591 -2.906
H 2.468 4.012 -1.050
H 4.113 3.387 -1.133
H 3.464 2.565 -3.548
H 2.792 1.765 -2.167
H 1.277 3.631 -4.021
H 0.789 3.394 -2.318
H -0.514 1.466 -4.657
H -0.409 0.959 -2.364
H 2.046 -1.922 -5.301
H 0.230 -0.470 -6.005
O -0.882 0.677 2.297
P -2.120 -0.206 2.296
N -2.232 -0.430 0.588
C -2.777 0.564 -0.314
C -1.083 -1.099 0.004
N -3.213 0.914 2.974
C -4.475 1.324 2.394
C -2.649 2.005 3.760
N -3.354 -1.470 2.522
C -3.014 -2.334 3.671
C -3.914 -2.292 1.457
H -2.946 0.099 -1.290
H -2.121 1.433 -0.453
H -3.769 0.887 -0.007
H -0.930 -2.073 0.489
H -0.163 -0.512 0.112
H -1.238 -1.299 -1.057
H -4.337 2.129 1.663
H -5.144 1.699 3.175
H -5.003 0.498 1.919
H -2.264 2.811 3.122
H -1.834 1.654 4.388
H -3.403 2.428 4.429
H -2.185 -3.011 3.439
H -3.874 -2.929 3.983
H -2.722 -1.719 4.529
H -3.174 -2.933 0.967
H -4.417 -1.684 0.709
H -4.682 -2.944 1.885
O -6.177 0.713 -1.408
P -7.634 1.133 -1.442
N -8.245 -0.052 -2.537
C -8.090 0.037 -3.976
C -8.088 -1.418 -2.062
N -7.411 2.693 -2.094
C -8.090 3.234 -3.252
C -6.082 3.283 -1.977
N -9.277 1.618 -0.979
C -9.354 1.887 0.471
C -10.495 0.946 -1.408
H -8.746 -0.701 -4.447
H -7.063 -0.144 -4.318
H -8.443 0.993 -4.357
H -8.575 -1.533 -1.086
H -7.035 -1.704 -1.954
H -8.568 -2.125 -2.741
H -7.592 2.940 -4.183
H -8.092 4.327 -3.212
H -9.137 2.935 -3.297
H -5.395 2.898 -2.743
H -5.647 3.078 -1.002
H -6.132 4.369 -2.078
H -9.328 0.963 1.056
H -10.265 2.434 0.720
H -8.511 2.512 0.781
H -10.571 -0.087 -1.056
H -10.601 0.967 -2.490
H -11.356 1.492 -1.010
O 2.024 -6.758 4.359
P 1.758 -5.328 4.786
N 3.146 -5.063 5.776
C 3.256 -5.545 7.139
C 4.405 -5.187 5.057
N 0.289 -5.600 5.613
C -0.012 -5.180 6.965
C -0.439 -6.825 5.300
N 1.371 -3.596 4.788
C 0.902 -3.164 3.458
C 2.210 -2.554 5.362
H 4.116 -5.064 7.613
H 3.384 -6.633 7.210
H 2.405 -5.233 7.742
H 4.420 -4.493 4.208
H 4.568 -6.200 4.672
H 5.247 -4.923 5.698
H 0.361 -5.901 7.702
H -1.095 -5.100 7.103
H 0.392 -4.194 7.193
H -0.019 -7.694 5.821
H -0.417 -7.030 4.233
H -1.490 -6.731 5.582
H 1.725 -3.106 2.739
H 0.414 -2.188 3.512
H 0.160 -3.871 3.071
H 3.184 -2.458 4.871
H 2.359 -2.705 6.428
H 1.696 -1.593 5.260
```

charge	0
gap between HOMO and LUMO	0.2907	hartree
largest force on an atom	6.4	eV/A

Results of the Mulliken charge analysis, in e, for atoms 1 through 6: number 1, C, carries -1.02; number 2, C, carries -0.56; number 3, C, carries -0.58; number 4, C, carries -0.79; number 5, C, carries -0.76; number 6, C, carries -0.72

---

Record 3
A 10-piece molecular cluster, C31H87B2IN2O14P overall. Source: the Open Molecules 2025 dataset; level of theory: the ωB97M-V functional and the def2-TZVPD basis.

Structure (XYZ):
```
138
C31H87B2IN2O14P | the Open Molecules 2025 dataset | the ωB97M-V functional and the def2-TZVPD basis
C -2.035 0.379 0.913
O -3.325 0.578 1.451
C -3.649 1.927 1.726
C -3.245 2.386 3.133
C -2.014 3.309 3.187
C -0.683 2.589 3.490
C 0.426 2.916 2.493
C 1.822 2.630 3.025
C 2.959 2.959 2.051
C 2.777 4.273 1.325
O 2.602 5.298 2.269
P 3.515 6.780 2.031
C 2.270 7.297 0.620
C 2.377 8.745 0.226
C 1.585 9.731 1.061
I 1.651 8.991 -1.867
B 2.563 7.560 3.562
N 1.128 7.740 3.703
O 3.327 7.948 4.654
O 4.469 5.925 0.791
C 3.896 4.727 0.341
B 5.049 3.757 -0.134
N 5.804 4.066 -1.380
O 5.425 2.652 0.571
H -2.079 -0.428 0.185
H -1.319 0.105 1.694
H -1.660 1.272 0.408
H -3.188 2.573 0.973
H -4.730 2.006 1.613
H -3.068 1.487 3.725
H -4.093 2.898 3.590
H -1.919 3.789 2.210
H -2.169 4.101 3.916
H -0.847 1.511 3.535
H -0.327 2.908 4.471
H 0.271 2.361 1.561
H 0.358 3.978 2.248
H 1.889 1.562 3.261
H 1.957 3.179 3.958
H 3.900 2.959 2.603
H 3.042 2.155 1.313
H 1.860 4.220 0.722
H 4.273 8.012 1.800
H 4.565 6.387 2.969
H 1.232 7.030 0.840
H 2.537 6.706 -0.254
H 3.417 9.048 0.152
H 1.488 10.695 0.569
H 0.595 9.338 1.287
H 2.113 9.875 2.006
H 0.615 7.506 2.866
H 0.832 8.664 4.003
H 2.795 8.469 5.256
H 3.347 4.945 -0.596
H 5.105 4.231 -2.102
H 6.201 4.996 -1.251
H 6.333 2.410 0.379
C -3.078 -4.222 0.553
C -1.713 -4.061 -0.087
O -1.118 -2.797 0.192
H -3.753 -3.435 0.215
H -3.513 -5.187 0.290
H -3.007 -4.152 1.641
H -1.792 -4.117 -1.172
H -1.043 -4.864 0.244
H -1.023 -2.716 1.145
C -3.810 -7.477 -3.245
C -4.328 -7.637 -1.830
O -4.956 -6.444 -1.362
H -3.104 -6.650 -3.304
H -3.304 -8.381 -3.580
H -4.637 -7.260 -3.930
H -3.508 -7.838 -1.142
H -5.035 -8.472 -1.772
H -5.688 -6.245 -1.953
C -2.979 9.040 5.374
C -1.511 9.283 5.666
O -0.931 10.220 4.759
H -3.105 8.682 4.352
H -3.397 8.300 6.058
H -3.555 9.964 5.477
H -0.939 8.365 5.543
H -1.376 9.634 6.695
H -1.400 11.053 4.845
C 6.741 3.063 4.059
C 5.919 1.894 4.563
O 6.651 1.063 5.471
H 7.644 2.706 3.562
H 6.164 3.664 3.355
H 7.048 3.708 4.886
H 5.626 1.249 3.737
H 5.006 2.254 5.047
H 6.911 1.613 6.215
C 0.534 -9.943 -4.708
C -0.435 -8.975 -5.357
O -0.866 -7.966 -4.449
H 0.073 -10.419 -3.841
H 0.853 -10.722 -5.403
H 1.416 -9.406 -4.356
H -1.329 -9.499 -5.686
H 0.025 -8.507 -6.234
H -0.078 -7.483 -4.166
C 3.913 -7.304 -5.671
C 2.986 -6.243 -5.109
O 2.143 -6.759 -4.079
H 3.337 -8.143 -6.065
H 4.530 -6.897 -6.473
H 4.576 -7.690 -4.894
H 2.316 -5.870 -5.882
H 3.563 -5.397 -4.724
H 2.704 -7.080 -3.367
C -6.142 -9.022 1.012
C -6.895 -7.715 1.178
O -8.250 -7.930 1.574
H -6.634 -9.659 0.276
H -5.115 -8.843 0.692
H -6.115 -9.568 1.958
H -6.933 -7.170 0.240
H -6.390 -7.079 1.912
H -8.242 -8.398 2.413
C -4.097 -6.840 -7.625
C -4.563 -8.219 -7.197
O -3.496 -9.008 -6.681
H -3.314 -6.923 -8.380
H -4.921 -6.258 -8.039
H -3.684 -6.293 -6.775
H -4.961 -8.772 -8.046
H -5.359 -8.135 -6.448
H -3.138 -8.540 -5.918
C 1.135 1.471 -2.549
C 1.871 2.594 -3.257
O 2.971 3.072 -2.495
H 0.789 1.808 -1.571
H 0.274 1.137 -3.130
H 1.794 0.614 -2.391
H 1.216 3.452 -3.396
H 2.213 2.268 -4.247
H 3.596 2.350 -2.365
```

charge	-1
gap between HOMO and LUMO	0.2054	hartree
largest force on an atom	1.1	eV/A

Results of the Mulliken charge analysis, in e, for atoms 1 through 6: number 1, C, carries -0.41; number 2, O, carries -0.45; number 3, C, carries -0.55; number 4, C, carries -0.77; number 5, C, carries -0.84; number 6, C, carries -0.65